# 1
Molecular formula: C27H34F6N3O5RhS2Te
Method: DFT, ωB97M-V with the def2-TZVPD basis set

The calculation puts the total energy at -3363.5871 hartree. The energy above the lowest of the compared OMol25 structures with the same formula, charge and spin is 0.0 kcal per mole. Its strongest force on any atom is 0.6 eV/Å. As for the HOMO-LUMO gap (spin up / spin down): 8.31 / 7.43 eV.

Geometry as ORCA input:
```
! wB97M-V def2-TZVPD RIJCOSX def2/J DEFGRID3
* xyz 1 2
Rh -0.83499 1.93259 -1.47470
F -5.15395 2.05208 -3.71799
C -3.86697 2.21923 -3.48809
F -3.32313 1.03575 -3.16358
F -3.26490 2.66540 -4.58909
S -3.60727 3.42722 -2.11812
O -2.14476 3.53677 -2.02068
O -4.29872 4.60133 -2.50012
N -4.24963 2.69650 -0.89876
S -3.53788 1.95663 0.27338
O -3.43039 2.70146 1.48035
O -2.32386 1.21027 -0.13891
C -4.72866 0.58374 0.57102
F -4.24147 -0.17731 1.54704
F -5.90063 1.07164 0.93108
F -4.86111 -0.14687 -0.52924
C -0.69755 -1.42898 -1.89287
C 0.24701 -0.67368 -1.01369
O 1.06146 -1.50488 -0.28274
N 0.38624 0.55872 -0.81734
Te 2.00068 -0.32339 0.98386
C 2.80753 -1.95345 2.07577
C 3.22790 -3.15420 1.48594
C 3.20018 -3.44096 0.00721
C 3.73838 -4.14107 2.32290
C 3.86787 -3.96591 3.69323
C 4.41458 -5.05479 4.57165
C 3.51798 -2.73470 4.22947
C 3.00477 -1.71273 3.44334
C 2.70844 -0.39145 4.11167
C 0.36466 0.13926 2.20128
C 0.17559 1.50642 2.44043
C 1.10738 2.55821 1.89716
C -0.90949 1.89084 3.21041
C -1.79835 0.95810 3.73274
C -2.98972 1.38963 4.53615
C -1.57112 -0.38756 3.47635
C -0.49415 -0.83685 2.71885
C -0.32430 -2.32440 2.54379
H -1.22194 -2.18182 -1.30454
H -0.13846 -1.94684 -2.67344
H -1.42146 -0.75724 -2.34728
H 3.50522 -2.57098 -0.57762
H 2.21002 -3.73447 -0.33356
H 3.89492 -4.24674 -0.22131
H 4.06021 -5.07652 1.87983
H 4.63106 -5.95526 4.00018
H 3.70202 -5.31178 5.35630
H 5.33477 -4.73170 5.06033
H 3.66592 -2.55346 5.28858
H 3.35043 -0.27034 4.98250
H 1.67116 -0.32010 4.44223
H 2.90691 0.46967 3.46490
H 1.24898 2.44897 0.81804
H 2.09086 2.52006 2.37310
H 0.70310 3.55261 2.07614
H -1.08063 2.94550 3.38960
H -2.98133 2.46309 4.71296
H -3.01609 0.87730 5.49849
H -3.91159 1.14530 4.00646
H -2.26076 -1.12348 3.87560
H -1.27815 -2.82136 2.71407
H 0.38886 -2.71968 3.27015
H 0.02995 -2.59945 1.55396
C 1.81572 1.16202 -6.04041
C 0.40961 1.75755 -5.89509
C -0.64458 0.84483 -6.53992
C 0.34400 3.17036 -6.49206
C 0.09430 1.85433 -4.46094
N -0.16598 1.91835 -3.34960
H 2.05542 1.09980 -7.10169
H 1.86630 0.15876 -5.61756
H 2.56424 1.78810 -5.55590
H -0.41140 0.74698 -7.60003
H -1.64421 1.26786 -6.44313
H -0.63620 -0.14915 -6.09282
H 0.54705 3.10369 -7.56067
H 1.08729 3.82600 -6.03977
H -0.64319 3.61066 -6.35526
*
```

These are the Löwdin partial charges, in e, on atoms 1 to 6:
1. Rh 1.03
2. F 0.18
3. C -0.68
4. F 0.11
5. F 0.14
6. S 0.63

# 2
Molecular formula: C24H35N4O3P2PdS2
Method: DFT, ωB97M-V with the def2-TZVPD basis set

The calculation puts the total energy at -2986.1989 hartree. The energy above the lowest of the compared OMol25 structures with the same formula, charge and spin is 33.0 kcal per mole. Its strongest force on any atom is 1.6 eV/Å. As for the HOMO-LUMO gap (spin up / spin down): 7.44 / 4.12 eV.

Geometry as ORCA input:
```
! wB97M-V def2-TZVPD RIJCOSX def2/J DEFGRID3
* xyz 3 5
Pd 0.37436 0.34207 0.19753
N -2.93432 -1.98901 8.42752
C -2.40788 -1.94139 7.21558
C -1.28296 -1.10166 6.94223
C -0.69916 -1.13289 5.70676
C -1.20614 -1.99263 4.72159
C -2.34939 -2.77199 4.94023
C -2.94970 -2.74656 6.16676
S -0.22875 -2.25664 3.24605
O -0.66422 -3.44399 2.58945
O 1.13626 -2.24195 3.75217
N -0.37554 -0.93175 2.24199
C -1.61624 -0.87886 1.69887
N -2.64640 -1.50351 2.28073
C -3.81355 -1.52161 1.67005
C -4.01709 -0.89092 0.44736
C -2.94160 -0.19089 -0.04721
N -1.75734 -0.15012 0.57041
H -2.55668 -1.44522 9.19376
H -3.71219 -2.60341 8.63643
H -0.88356 -0.46888 7.72455
H 0.17493 -0.53254 5.49803
H -2.72004 -3.40628 4.14752
H -3.82081 -3.35848 6.36504
H -4.62219 -2.04296 2.16973
H -4.96129 -0.92525 -0.07258
H -3.02445 0.37511 -0.96420
C 2.50597 1.10830 -2.41502
P 2.17349 1.77253 -0.75146
C 3.83631 2.15942 -0.10963
C 1.48770 3.44359 -1.08610
C 0.29456 3.32120 -2.02242
P -0.87861 2.01371 -1.45919
C -1.96017 1.86017 -2.92876
C -1.86507 2.97287 -0.25018
H 2.92788 1.89627 -3.04092
H 1.60028 0.71435 -2.87317
H 3.22510 0.29448 -2.33704
H 4.37115 2.73360 -0.86775
H 4.40024 1.24863 0.08735
H 3.76918 2.75732 0.79901
H 2.26627 4.07035 -1.52708
H 1.19477 3.89784 -0.13673
H 0.62398 3.07796 -3.03360
H -0.25756 4.26142 -2.07921
H -2.55753 2.76807 -3.02343
H -2.62320 0.99899 -2.88046
H -1.33798 1.74619 -3.81600
H -2.16291 3.91702 -0.70766
H -1.26021 3.17672 0.63401
H -2.76148 2.44388 0.06373
C 7.93531 -3.72806 1.73090
C 6.55012 -3.23461 1.58324
C 6.14319 -2.55118 0.40802
C 4.85656 -2.10654 0.25164
C 3.95390 -2.28510 1.30907
C 4.30483 -3.02619 2.45691
C 5.59631 -3.45534 2.60500
S 2.32933 -1.52670 1.24005
C 2.78924 -0.12330 2.31651
O 2.22836 -0.90140 -0.12771
H 8.62226 -3.22847 1.05093
H 7.99212 -4.80169 1.51126
H 8.27304 -3.61247 2.76193
H 6.86648 -2.36905 -0.37629
H 4.55515 -1.57971 -0.64381
H 3.56345 -3.22070 3.21831
H 5.88556 -3.99041 3.49964
H 3.65953 0.36493 1.89007
H 3.00400 -0.52267 3.30260
H 1.92778 0.53990 2.35767
*
```

These are the Löwdin partial charges, in e, on atoms 1 to 6:
1. Pd 0.67
2. N 0.27
3. C -0.23
4. C 0.05
5. C -0.01
6. C -0.21